Record 1
# C5H10O2

2 unconnected molecules or ions with the total composition C5H10O2 (wB97M-V/def2-TZVPD, the OMol25 dataset).

Output
DFT total energy (a.u.): -346.9330
Gap between HOMO and LUMO (eV): 9.2
Spin multiplicity: 1
SMILES: C=C/C=C(/C)O.O

Last column: natural (NBO) charge in e.
Atoms and positions in Å:
1 C -1.861 -1.840 -0.371  -0.376
2 C -1.568 -0.655 0.156  -0.223
3 C -0.228 -0.281 0.618  -0.315
4 C 0.130 0.999 0.758  0.331
5 O -0.820 2.013 0.778  -0.709
6 C 1.550 1.488 0.745  -0.665
7 H -2.901 -2.089 -0.530  0.202
8 H -1.085 -2.583 -0.441  0.193
9 H -2.382 0.034 0.369  0.215
10 H 0.450 -1.067 0.920  0.208
11 H -0.828 2.454 -0.082  0.477
12 H 1.926 1.984 1.634  0.228
13 H 1.663 2.132 -0.125  0.215
14 H 2.207 0.624 0.627  0.215
15 H 1.011 -0.403 -1.981  0.466
16 H 1.479 -1.474 -1.074  0.462
17 O 1.257 -1.337 -2.002  -0.925

---

Record 2
# C5H10O2

A molecular structure, C5H10O2 (wB97M-V/def2-TZVPD, the OMol25 dataset).

Output
DFT total energy (a.u.): -346.8636
Gap between HOMO and LUMO (eV): 8.9
Spin multiplicity: 1

Last column: natural (NBO) charge in e.
Atoms and positions in Å:
1 C -0.983 0.259 -1.575  -0.646
2 C -0.892 0.666 -0.099  0.271
3 O -1.892 0.724 0.678  -0.730
4 C 0.380 -0.259 0.807  0.212
5 C 1.025 -1.523 0.299  -0.635
6 C 0.917 1.012 0.488  -0.269
7 O -0.203 -0.417 2.027  -0.718
8 H -0.232 0.760 -2.194  0.210
9 H -1.970 0.598 -1.908  0.245
10 H -0.924 -0.821 -1.732  0.220
11 H 0.305 -2.332 0.147  0.227
12 H 1.698 -1.837 1.107  0.234
13 H 1.625 -1.379 -0.604  0.208
14 H 1.028 1.768 1.261  0.247
15 H -0.313 1.726 -0.180  0.193
16 H 1.534 1.107 -0.405  0.230
17 H -1.143 -0.083 1.873  0.501

---

Record 3
# C5H10O2

C5H10O2 in the gas phase (wB97M-V/def2-TZVPD, the OMol25 dataset).

Output
DFT total energy (a.u.): -346.9483
Gap between HOMO and LUMO (eV): 10.5
Spin multiplicity: 1
SMILES: C[C@@H](O)[C@H]1CCO1

Last column: natural (NBO) charge in e.
Atoms and positions in Å:
1 C -2.079 -0.529 0.596  -0.624
2 C -1.108 0.238 -0.285  0.077
3 O -0.989 1.535 0.270  -0.713
4 C 0.229 -0.494 -0.358  0.090
5 C 1.482 0.282 -0.799  -0.455
6 C 2.033 -0.135 0.570  -0.050
7 O 0.793 -0.752 0.938  -0.531
8 H -3.036 -0.002 0.654  0.219
9 H -2.251 -1.537 0.204  0.209
10 H -1.658 -0.612 1.602  0.231
11 H -1.499 0.297 -1.317  0.157
12 H -0.502 2.084 -0.355  0.463
13 H 0.079 -1.434 -0.911  0.172
14 H 2.004 -0.111 -1.674  0.214
15 H 1.345 1.360 -0.918  0.194
16 H 2.304 0.677 1.254  0.178
17 H 2.852 -0.865 0.530  0.169

---

Record 4
# C5H10O2

2 unconnected molecules or ions with the total composition C5H10O2 at a distorted geometry (wB97M-V/def2-TZVPD, the OMol25 dataset).

Output
DFT total energy (a.u.): -346.8900
Gap between HOMO and LUMO (eV): 10.1
Spin multiplicity: 1
SMILES: C=CCO.CC=O

Last column: natural (NBO) charge in e.
Atoms and positions in Å:
1 C -1.455 1.796 0.559  -0.686
2 O -1.417 -0.181 -0.495  -0.655
3 C -0.718 0.804 -0.289  0.381
4 C 0.879 0.210 1.081  -0.431
5 C 1.259 -0.500 -0.001  -0.101
6 C 0.668 -1.819 -0.404  -0.156
7 O 1.161 -2.296 -1.641  -0.713
8 H -0.866 2.670 0.802  0.202
9 H -1.897 1.310 1.434  0.228
10 H -2.272 2.052 -0.130  0.242
11 H 0.030 1.248 -0.982  0.123
12 H 1.352 1.154 1.345  0.218
13 H 0.198 -0.199 1.824  0.217
14 H 1.990 -0.082 -0.696  0.213
15 H 0.895 -2.563 0.363  0.194
16 H -0.430 -1.702 -0.433  0.254
17 H 0.622 -1.902 -2.339  0.470

---

Record 5
# C5H10O2

C5H10O2 in the gas phase at a distorted geometry (wB97M-V/def2-TZVPD, the OMol25 dataset).

Output
DFT total energy (a.u.): -346.8935
Gap between HOMO and LUMO (eV): 10.4
Spin multiplicity: 1
SMILES: COC[C@@H](C)C=O

Last column: natural (NBO) charge in e.
Atoms and positions in Å:
1 C -0.028 -1.727 2.062  -0.253
2 O -0.253 -1.334 0.731  -0.520
3 C 0.223 -0.056 0.572  -0.016
4 C -0.125 0.631 -0.754  -0.409
5 C 0.978 1.239 -1.629  -0.618
6 C -1.377 0.242 -1.464  0.441
7 O -1.662 0.576 -2.595  -0.542
8 H 1.047 -1.683 2.291  0.169
9 H -0.395 -2.745 2.149  0.201
10 H -0.562 -1.064 2.764  0.169
11 H 1.295 0.079 0.764  0.184
12 H -0.283 0.620 1.430  0.118
13 H -0.511 1.272 0.103  0.289
14 H 0.522 1.653 -2.535  0.246
15 H 1.469 2.059 -1.097  0.210
16 H 1.763 0.541 -1.958  0.214
17 H -2.102 -0.304 -0.831  0.117

---

Record 6
# C5H10O2

2 unconnected molecules or ions with the total composition C5H10O2 at a distorted geometry (wB97M-V/def2-TZVPD, the OMol25 dataset).

Output
DFT total energy (a.u.): -346.8910
Gap between HOMO and LUMO (eV): 9.0
Spin multiplicity: 1
SMILES: C=COC.C=CO

Last column: natural (NBO) charge in e.
Atoms and positions in Å:
1 C -1.534 -0.742 -1.292  -0.253
2 O -0.315 -0.039 -1.409  -0.515
3 C -0.240 1.168 -0.791  0.144
4 C -0.856 1.531 0.328  -0.510
5 C 1.061 0.195 1.519  -0.527
6 C 1.061 -1.018 1.001  0.134
7 O 1.957 -1.495 0.111  -0.678
8 H -2.331 -0.158 -1.766  0.182
9 H -1.817 -0.953 -0.254  0.171
10 H -1.400 -1.689 -1.819  0.200
11 H 0.533 1.778 -1.256  0.182
12 H -0.605 2.468 0.809  0.215
13 H -1.564 0.895 0.850  0.203
14 H 1.721 1.006 1.236  0.199
15 H 0.447 0.294 2.370  0.210
16 H 0.307 -1.756 1.259  0.173
17 H 2.465 -0.746 -0.221  0.471

---

Record 7
# C5H10O2

C5H10O2 in the gas phase at a distorted geometry (wB97M-V/def2-TZVPD, the OMol25 dataset).

Output
DFT total energy (a.u.): -346.8794
Gap between HOMO and LUMO (eV): 10.8
Spin multiplicity: 1
SMILES: OC[C@H]1CCCO1

Last column: natural (NBO) charge in e.
Atoms and positions in Å:
1 O -2.416 0.687 1.483  -0.715
2 C -1.215 -0.070 1.532  -0.078
3 C -0.181 0.601 0.474  0.027
4 C 1.494 0.641 -0.217  -0.400
5 C 1.387 -0.427 -1.314  -0.456
6 C 0.001 -0.930 -0.962  -0.079
7 O -0.803 0.225 -0.754  -0.555
8 H -2.791 0.606 0.594  0.476
9 H -1.456 -1.124 1.299  0.170
10 H -0.900 -0.014 2.575  0.184
11 H -0.279 1.641 0.720  0.196
12 H 2.440 0.573 0.353  0.217
13 H 1.458 1.644 -0.660  0.212
14 H 2.114 -1.248 -1.239  0.208
15 H 1.426 -0.022 -2.331  0.210
16 H 0.205 -1.175 0.125  0.182
17 H -0.483 -1.608 -1.678  0.201

---

Record 8
# C5H10O2

2 unconnected molecules or ions with the total composition C5H10O2 at a distorted geometry (wB97M-V/def2-TZVPD, the OMol25 dataset).

Output
DFT total energy (a.u.): -346.9317
Gap between HOMO and LUMO (eV): 9.2
Spin multiplicity: 1
SMILES: C=C/C=C(/C)O.O

Last column: natural (NBO) charge in e.
Atoms and positions in Å:
1 C 0.677 -3.304 1.061  -0.395
2 C 0.852 -1.997 0.879  -0.205
3 C 0.483 -1.268 -0.330  -0.300
4 C 0.177 0.033 -0.365  0.327
5 O 0.596 0.864 0.695  -0.705
6 C -0.367 0.755 -1.550  -0.662
7 H 1.148 -3.766 1.923  0.200
8 H 0.039 -3.884 0.413  0.190
9 H 1.281 -1.425 1.690  0.212
10 H 0.299 -1.908 -1.183  0.205
11 H 1.386 1.252 0.296  0.473
12 H -1.352 1.167 -1.337  0.225
13 H -0.462 0.034 -2.364  0.221
14 H 0.284 1.555 -1.902  0.212
15 H -2.198 3.554 1.144  0.472
16 H -1.464 4.323 0.010  0.467
17 O -1.379 4.016 0.919  -0.938

---

Record 9
# C5H10O2

3 unconnected molecules or ions with the total composition C5H10O2 at a distorted geometry (wB97M-V/def2-TZVPD, the OMol25 dataset).

Output
DFT total energy (a.u.): -346.7338
Gap between HOMO and LUMO (eV): 4.3
Spin multiplicity: 1

Last column: natural (NBO) charge in e.
Atoms and positions in Å:
1 C 0.666 0.128 -0.084  -0.751
2 C -4.328 -0.193 0.201  -0.498
3 C -3.088 -0.024 -0.056  0.358
4 O 3.680 -0.073 1.069  -1.114
5 C -1.774 0.100 -0.218  -0.461
6 C -0.630 0.102 0.576  0.217
7 H 1.459 0.410 0.607  0.303
8 H 0.655 0.872 -0.879  0.276
9 H 1.005 -0.836 -0.512  0.362
10 H -4.799 0.250 1.074  0.277
11 H -5.020 -0.586 -0.539  0.276
12 H 4.615 0.064 1.219  0.446
13 H -1.577 0.651 -1.147  0.289
14 H -0.661 0.215 1.655  0.225
15 H 3.439 -0.816 -1.694  0.435
16 H 3.436 -0.123 -0.025  0.490
17 O 2.922 -0.139 -1.245  -1.132

---

Record 10
# C5H10O2

C5H10O2 in the gas phase at a distorted geometry (wB97M-V/def2-TZVPD, the OMol25 dataset).

Output
DFT total energy (a.u.): -346.8694
Gap between HOMO and LUMO (eV): 10.3
Spin multiplicity: 1
SMILES: CO[C@@H]1C[C@@H]1CO

Last column: natural (NBO) charge in e.
Atoms and positions in Å:
1 C -1.771 0.396 -0.888  -0.263
2 O -0.618 1.181 1.063  -0.758
3 C 0.661 1.229 0.476  -0.065
4 C 1.174 -0.091 -0.105  -0.287
5 C 1.194 -1.311 0.773  -0.439
6 C 0.168 -1.176 -0.337  0.079
7 O -1.183 -0.827 -0.061  -0.565
8 H -1.570 1.497 -0.803  0.226
9 H -2.813 0.284 -0.611  0.204
10 H -1.484 0.095 -1.876  0.179
11 H 0.691 1.985 -0.328  0.159
12 H 1.319 1.571 1.276  0.178
13 H 1.966 0.008 -0.844  0.223
14 H 2.022 -2.013 0.641  0.224
15 H 0.883 -1.200 1.807  0.228
16 H 0.289 -1.871 -1.170  0.191
17 H -0.926 0.244 0.987  0.486

---

Record 11
# C5H10O2

A molecular structure, C5H10O2 (wB97M-V/def2-TZVPD, the OMol25 dataset).

Output
DFT total energy (a.u.): -346.7797
Gap between HOMO and LUMO (spin up / spin down) (eV): 7.9 / 7.9
Spin multiplicity: 1

Last column: natural (NBO) charge in e.
Atoms and positions in Å:
1 C 2.218 0.385 0.575  -0.289
2 O 0.792 1.112 -0.460  -0.682
3 C 0.662 -0.195 -0.072  0.007
4 C -0.180 -0.540 1.155  -0.413
5 C -1.001 -0.710 -0.034  -0.194
6 C -1.801 0.394 -0.620  -0.118
7 O -2.456 0.015 -1.817  -0.714
8 H 2.532 -0.556 1.047  0.179
9 H 2.066 1.163 1.316  0.222
10 H 2.916 0.674 -0.206  0.223
11 H 1.082 -1.001 -0.688  0.212
12 H 0.131 -1.430 1.704  0.224
13 H -0.357 0.333 1.783  0.233
14 H -1.153 -1.707 -0.436  0.227
15 H -2.568 0.768 0.069  0.189
16 H -1.078 1.232 -0.791  0.228
17 H -1.804 0.063 -2.526  0.468

---

Record 12
# C5H10O2

C5H10O2 in the gas phase (wB97M-V/def2-TZVPD, the OMol25 dataset).

Output
DFT total energy (a.u.): -346.9433
Gap between HOMO and LUMO (eV): 11.0
Spin multiplicity: 1
SMILES: OCCC[C@@H]1CO1

Last column: natural (NBO) charge in e.
Atoms and positions in Å:
1 O -0.949 0.244 -1.481  -0.533
2 C -2.133 0.753 -0.875  -0.103
3 C -0.844 0.855 -0.193  0.053
4 C -0.487 -0.065 0.947  -0.429
5 C 1.015 -0.316 1.104  -0.421
6 C 1.685 -0.909 -0.137  -0.064
7 O 1.844 0.018 -1.190  -0.732
8 H 1.002 0.083 -1.661  0.486
9 H -2.848 -0.002 -0.546  0.183
10 H -2.567 1.626 -1.360  0.188
11 H -0.329 1.817 -0.222  0.195
12 H -1.000 -1.021 0.771  0.208
13 H -0.896 0.355 1.876  0.217
14 H 1.162 -1.009 1.943  0.209
15 H 1.533 0.617 1.363  0.206
16 H 1.121 -1.796 -0.467  0.159
17 H 2.692 -1.249 0.129  0.178